Below is a cluster of 3 separate species, C3H9N2O2S in total at a distorted geometry, with properties calculated with ωB97M-V/def2-TZVPD.

```
! RIJCOSX wB97M-V def2-TZVPD def2/J DEFGRID3
* xyz -1 1
C -2.499 0.153 -0.779
C -1.214 -0.357 -0.046
S -0.778 -2.000 -0.462
N -2.636 1.508 -0.546
C 1.610 1.248 1.381
N 2.555 2.146 1.487
O 1.691 0.038 1.657
H -3.288 -0.425 -0.281
H -2.379 -0.142 -1.851
H -1.370 -0.181 1.028
H -0.399 0.325 -0.303
H -3.319 1.893 -1.204
H 2.239 3.083 1.242
H 0.600 1.646 1.070
H 1.220 -0.951 -1.269
H 2.282 0.044 -1.005
O 2.010 -0.583 -1.683
*
```

Kohn-Sham gap in eV: 3.34
Lowest unoccupied orbital energy in eV: -0.70
Energy above the lowest of the compared OMol25 structures with the same formula, charge and spin in kJ/mol: 686.14

Here is what Löwdin gives for the atomic charges, in e: number 1, C, carries -0.4474; number 2, C, carries -0.7302; number 3, S, carries 0.6594; number 4, N, carries 0.1012; number 5, C, carries -0.6661; number 6, N, carries -0.0253; number 7, O, carries -0.1379; number 8, H, carries 0.1267; number 9, H, carries 0.1087; number 10, H, carries 0.0799; number 11, H, carries 0.0243; number 12, H, carries 0.0339; number 13, H, carries -0.0321; number 14, H, carries 0.0870; number 15, H, carries -0.0889; number 16, H, carries 0.0103; number 17, O, carries -0.1033